Computed, not measured: a structure of composition C25H30IIrN4O2S, with ωB97M-V with the def2-TZVPD basis set.

For the relative energy (zero: lowest compared OMol25 entry of this formula, charge and spin), the calculation gives 2.048 eV. The expectation value of S² is 0.75. The calculation puts the gap between HOMO and LUMO (alpha / beta) at 8.01 / 7.18 eV. The value obtained for the LUMO energy (alpha / beta) is -2.28 / -2.94 eV.

ORCA input file:
```
! wB97M-V def2-TZVPD RIJCOSX def2/J DEFGRID3
* xyz 1 2
Ir 0.5327 0.2653 -0.4292
C -0.9649 1.5365 2.6891
C -1.5514 1.9607 1.3572
C -1.9609 3.4339 1.4474
C -0.8674 1.7053 -0.0759
C -2.6230 1.0412 0.8249
C -2.3395 1.3566 -0.6019
C -2.7737 0.3025 -1.5597
C -3.3752 -0.8036 -1.1423
C -3.5737 -1.1485 0.3052
C -3.1188 -0.0995 1.2713
H -0.0954 2.1382 2.9614
H -0.6926 0.4843 2.7004
H -1.7195 1.6947 3.4640
H -1.0764 4.0531 1.6156
H -2.6442 3.5909 2.2837
H -2.4502 3.7917 0.5432
H -0.4874 2.6468 -0.5002
H -2.8000 2.3012 -0.9046
H -2.6814 0.4895 -2.6215
H -3.7510 -1.5287 -1.8554
H -4.6032 -1.4597 0.4812
H -3.0872 -0.3741 2.3205
S 0.0719 -0.0630 -2.6916
C 0.9387 1.1160 -3.5902
N 1.5135 2.1684 -3.0163
C 2.2350 3.2077 -3.7459
C 2.7961 2.6217 -5.0300
C 1.6826 1.9297 -5.7968
N 1.0105 0.9802 -4.9139
H 1.4216 2.2122 -2.0103
H 3.0320 3.5805 -3.1049
H 1.5622 4.0406 -3.9653
H 3.5829 1.9028 -4.7948
H 3.2314 3.4118 -5.6394
H 2.0784 1.3778 -6.6471
H 0.9632 2.6605 -6.1749
H 0.5564 0.1712 -5.3046
C 3.5194 1.4585 4.0844
N 2.6913 0.6945 3.1625
C 2.2480 -0.5917 3.3421
C 1.4564 -0.8784 2.2750
N 1.4145 0.2203 1.4464
C 2.1652 1.1456 2.0127
H 4.1421 0.7716 4.6507
H 2.8989 2.0318 4.7708
H 4.1626 2.1316 3.5233
H 2.5322 -1.1788 4.1974
H 0.9176 -1.7809 2.0440
H 2.3347 2.1374 1.6292
I 1.0048 -8.0796 1.9745
C 0.1492 -6.2479 1.4798
C 0.9188 -5.2814 0.8440
C 0.3472 -4.0623 0.5242
C -0.9867 -3.8098 0.8289
C -1.7516 -4.7872 1.4576
C -1.1833 -6.0062 1.7882
C -1.5519 -2.4803 0.4823
O -2.8663 -2.4214 0.6051
O -0.8545 -1.5417 0.1379
H 1.9522 -5.4816 0.5981
H 0.9309 -3.3019 0.0210
H -2.7890 -4.5921 1.6898
H -1.7747 -6.7647 2.2815
*
```

Atomic partial charges in e from the natural (NBO) method, atoms 1 to 8: number 1, Ir, carries 0.647; number 2, C, carries -0.614; number 3, C, carries -0.110; number 4, C, carries -0.601; number 5, C, carries -0.293; number 6, C, carries 0.162; number 7, C, carries -0.349; number 8, C, carries -0.139

Computed, not measured: a structure of composition C31H35N2OP2PdS4, with ωB97M-V with the def2-TZVPD basis set.

For the relative energy (zero: lowest compared OMol25 entry of this formula, charge and spin), the calculation gives 0.033 eV. The expectation value of S² is 2.04. The calculation puts the gap between HOMO and LUMO (alpha / beta) at 5.49 / 6.29 eV. The value obtained for the LUMO energy (alpha / beta) is 2.55 / 0.89 eV.

ORCA input file:
```
! wB97M-V def2-TZVPD RIJCOSX def2/J DEFGRID3
* xyz -1 3
Pd 0.0014 0.9356 0.7502
C -1.3186 -1.9934 1.7480
P -0.7108 -1.1559 0.2522
C 0.7124 -2.1850 -0.2194
N 0.5180 -3.5084 -0.3364
C 1.6428 -4.2313 -0.6597
C 1.5445 -5.6190 -0.8247
C 2.6532 -6.3835 -1.1437
C 3.8965 -5.7731 -1.3038
C 4.0204 -4.4044 -1.1435
C 2.9127 -3.6071 -0.8224
N 3.0789 -2.2525 -0.6665
C 1.9505 -1.5749 -0.3846
P 2.0749 0.1996 -0.0647
C 3.5052 0.2787 1.0559
C 2.6757 1.0233 -1.6305
C 3.7513 0.2155 -2.3575
C 1.4682 1.1863 -2.5539
C 3.2421 2.4012 -1.2793
C -2.0251 -1.4961 -1.0308
C -3.2010 -0.5331 -0.8606
C -1.3965 -1.2745 -2.4071
C -2.5465 -2.9336 -0.9198
H -1.3074 -3.0706 1.5857
H -2.3232 -1.6523 1.9954
H -0.6474 -1.7383 2.5685
H 0.5692 -6.0718 -0.6904
H 2.5544 -7.4553 -1.2663
H 4.7661 -6.3698 -1.5517
H 4.9762 -3.9073 -1.2587
H 4.3679 -0.1930 0.5860
H 3.2380 -0.2721 1.9571
H 3.7210 1.3085 1.3387
H 3.3724 -0.7412 -2.7121
H 4.6065 -0.0016 -1.7171
H 4.1005 0.7988 -3.2163
H 1.0201 0.2194 -2.7864
H 1.7844 1.6490 -3.4937
H 0.7015 1.8159 -2.0969
H 4.1729 2.3151 -0.7162
H 2.5433 3.0027 -0.6969
H 3.4640 2.9395 -2.2057
H -2.9269 0.4791 -1.1529
H -3.5744 -0.4948 0.1648
H -4.0186 -0.8647 -1.5081
H -1.0053 -0.2598 -2.4928
H -2.1626 -1.4075 -3.1767
H -0.5883 -1.9816 -2.6015
H -3.1078 -3.0744 0.0062
H -1.7411 -3.6640 -0.9546
H -3.2363 -3.1108 -1.7510
O 1.0799 5.5252 6.0228
C 0.9932 4.6797 5.1717
S 1.0206 2.9452 5.4842
C 0.8674 2.3823 3.8214
C 0.7555 3.3973 2.8558
S 0.5787 3.2359 1.1905
S 0.8170 5.0477 3.4495
S 0.8954 0.7373 3.5578
C -4.2240 4.2048 -0.9885
C -2.9687 3.7564 -1.4559
C -2.2263 2.8943 -0.7021
C -2.6760 2.4162 0.5570
C -1.8986 1.4975 1.3368
C -2.4236 1.1022 2.5426
C -3.6802 1.5559 3.0101
C -4.4283 2.4174 2.2655
C -3.9381 2.8703 1.0159
C -4.6909 3.7695 0.2171
H -4.8101 4.8917 -1.5867
H -2.5962 4.1002 -2.4132
H -1.2668 2.5406 -1.0614
H -1.8628 0.4295 3.1798
H -4.0422 1.2124 3.9728
H -5.3918 2.7712 2.6150
H -5.6527 4.1076 0.5876
*
```

Atomic partial charges in e from the Löwdin method, atoms 1 to 8: number 1, Pd, carries 0.324; number 2, C, carries -0.230; number 3, P, carries 0.936; number 4, C, carries -0.450; number 5, N, carries 0.077; number 6, C, carries -0.230; number 7, C, carries -0.052; number 8, C, carries -0.129

Computed, not measured: a structure of composition C26H28N3O2P2Pt at a distorted geometry, with ωB97M-V with the def2-TZVPD basis set.

For the relative energy (zero: lowest compared OMol25 entry of this formula, charge and spin), the calculation gives 0.283 eV. The calculation puts the gap between HOMO and LUMO (alpha / beta) at 6.02 / 6.02 eV. The value obtained for the LUMO energy (alpha / beta) is -10.65 / -10.66 eV.

ORCA input file:
```
! wB97M-V def2-TZVPD RIJCOSX def2/J DEFGRID3
* xyz 3 1
Pt 0.2376 1.8317 -1.8545
C 3.5907 1.5964 -1.4182
P 2.3520 1.9826 -2.6797
C 2.7459 1.0033 -4.1495
C 2.6456 3.7032 -3.1365
C 3.8365 4.0842 -3.7515
C 4.0365 5.4134 -4.0926
C 3.0622 6.3631 -3.8063
C 1.8770 5.9849 -3.1947
C 1.6601 4.6465 -2.8746
P 0.0991 4.0797 -2.1823
C -1.2315 4.6209 -3.2658
C -0.1257 4.9311 -0.6076
H 4.5768 1.9039 -1.7676
H 3.6169 0.5267 -1.2080
H 3.3522 2.1317 -0.5017
H 3.8131 0.7854 -4.1786
H 2.4737 1.5672 -5.0395
H 2.1907 0.0656 -4.1596
H 4.6002 3.3509 -3.9860
H 4.9543 5.7057 -4.5858
H 3.2174 7.3967 -4.0852
H 1.1248 6.7342 -2.9728
H -1.2214 4.0541 -4.1952
H -1.1123 5.6808 -3.4918
H -2.1882 4.4688 -2.7652
H -0.2230 6.0047 -0.7740
H 0.7295 4.7419 0.0385
H -1.0328 4.5675 -0.1237
C -1.6873 -7.6095 7.0962
O -2.1615 -6.2559 6.8166
C -2.1829 -5.7443 5.6553
C -2.7348 -4.4106 5.5911
C -2.7822 -3.7565 4.4238
C -2.2518 -4.3829 3.2291
C -1.7473 -5.7308 3.2945
C -1.7150 -6.3943 4.4643
N -2.1669 -3.7586 2.0800
N -2.7235 -2.6403 1.8406
C -2.4210 -1.6946 1.0098
C -3.4084 -0.6350 0.9081
C -3.2060 0.4659 0.1730
C -1.9625 0.6461 -0.5233
O -1.7131 1.6820 -1.1444
C -0.9576 -0.4395 -0.5034
N 0.1651 -0.2200 -1.2234
C 1.0743 -1.1831 -1.2761
C 0.9417 -2.3804 -0.5786
C -0.1801 -2.5917 0.1849
C -1.1721 -1.6055 0.2211
H -0.6057 -7.5947 7.2007
H -1.9769 -8.3076 6.3177
H -2.1276 -7.8818 8.0451
H -3.0977 -3.9657 6.5087
H -3.1912 -2.7566 4.3573
H -1.4121 -6.2131 2.3850
H -1.3333 -7.4044 4.4944
H -4.3359 -0.7693 1.4515
H -3.9505 1.2485 0.1133
H 1.9395 -1.0091 -1.9003
H 1.7274 -3.1209 -0.6376
H -0.3011 -3.5125 0.7350
*
```

Atomic partial charges in e from the natural (NBO) method, atoms 1 to 8: number 1, Pt, carries 0.379; number 2, C, carries -0.959; number 3, P, carries 1.169; number 4, C, carries -0.970; number 5, C, carries -0.386; number 6, C, carries -0.122; number 7, C, carries -0.170; number 8, C, carries -0.152

Computed, not measured: a cluster of 2 separate species, C5H14 in total at a distorted geometry, with ωB97M-V with the def2-TZVPD basis set.

For the relative energy (zero: lowest compared OMol25 entry of this formula, charge and spin), the calculation gives 0.579 eV. The expectation value of S² is 0.75. The calculation puts the gap between HOMO and LUMO (alpha / beta) at 2.78 / 11.85 eV. The value obtained for the LUMO energy (alpha / beta) is 4.26 / 4.24 eV.

ORCA input file:
```
! wB97M-V def2-TZVPD RIJCOSX def2/J DEFGRID3
* xyz -1 2
C -0.1192 -2.9833 0.9023
C 1.0466 -2.6200 1.8663
H 0.1739 -3.3449 -0.0821
H -0.7422 -3.7525 1.3598
H -0.7308 -2.0921 0.7371
H 0.6561 -2.7350 2.8834
H 1.9841 -3.1596 1.8060
H 1.0932 -1.5256 1.7754
C -0.6534 2.4068 -1.1035
C 0.5690 2.4854 -0.1857
C -0.9033 0.9742 -1.6386
H -1.4918 2.5619 -0.4013
H -0.6985 3.2361 -1.7978
H 0.4573 3.3023 0.5396
H -0.8251 0.9598 -2.7322
H 1.5000 2.6448 -0.7406
H 0.8195 1.6276 0.4409
H -0.0798 0.3422 -1.2962
H -1.7931 0.4510 -1.3004
*
```

Atomic partial charges in e from the natural (NBO) method, atoms 1 to 8: number 1, C, carries -0.797; number 2, C, carries -0.826; number 3, H, carries 0.192; number 4, H, carries 0.177; number 5, H, carries 0.194; number 6, H, carries 0.182; number 7, H, carries 0.194; number 8, H, carries 0.192

Computed, not measured: a structure of composition C3H4HgLiO3 at a distorted geometry, with ωB97M-V with the def2-TZVPD basis set.

For the relative energy (zero: lowest compared OMol25 entry of this formula, charge and spin), the calculation gives 3.068 eV. The expectation value of S² is 0.75. The calculation puts the gap between HOMO and LUMO (alpha / beta) at 6.51 / 4.12 eV. The value obtained for the LUMO energy (alpha / beta) is -0.36 / -2.74 eV.

ORCA input file:
```
! wB97M-V def2-TZVPD RIJCOSX def2/J DEFGRID3
* xyz 0 2
C -1.1195 -0.1965 -0.4341
C 0.2384 0.3121 -0.0588
O 1.0415 -0.7956 0.3143
C 2.3462 -0.5894 0.6278
O 2.7418 0.5940 0.5677
O -1.9743 0.5520 -0.8954
H -1.2155 -1.2953 -0.5500
H 0.1388 1.0452 0.7567
H 0.6615 0.8486 -0.9249
Hg 5.0835 -0.4422 1.1981
Li -3.8771 0.6038 -0.9477
H -4.0652 -0.6367 0.3462
*
```

Atomic partial charges in e from the natural (NBO) method, atoms 1 to 8: number 1, C, carries 0.488; number 2, C, carries -0.200; number 3, O, carries -0.527; number 4, C, carries 0.763; number 5, O, carries -0.573; number 6, O, carries -0.617; number 7, H, carries 0.169; number 8, H, carries 0.236

| no. | E_tot (eV) |
| --- | --- |
| 1 | -58235.665 |
| 2 | -103146.064 |
| 3 | -57782.246 |
| 4 | -5409.930 |
| 5 | -13693.430 |